Record 1
Here is C25H49F8N5O19PS2 as an isolated structure from the OMol25 dataset. Energies are from ωB97M-V/def2-TZVPD.

Total charge: -1
LUMO level in eV: 1.93
Energy relative to the best compared isomer or geometry (same formula, charge and spin) in kcal/mol: 0.00

XYZ file:
```
109
Properties=species:S:1:pos:R:3:lowdin_charge:R:1
C -0.863 6.287 -2.483 0.000
C 2.621 -4.760 1.243 0.003
C 2.068 1.922 2.048 -0.054
C -2.774 -2.871 0.739 -0.288
C -2.349 -3.655 -0.500 -0.080
O -4.054 3.665 2.370 -0.234
C -2.074 -4.941 1.339 -0.531
H -2.754 -1.080 -5.425 0.088
H 1.777 -5.353 0.880 0.083
F -4.137 -2.940 0.891 0.062
O 2.257 4.532 -2.829 0.139
O 3.921 5.259 -4.227 0.191
H 4.922 -2.008 2.268 0.094
H -0.630 -4.431 -2.506 0.074
H 0.576 -2.213 3.954 0.096
H -4.539 2.535 -2.125 0.130
F 0.394 -1.959 -0.033 -0.151
C 2.712 0.952 5.658 0.002
C -2.678 0.870 4.119 -0.190
H 3.001 -0.096 5.562 0.083
S -4.058 2.270 2.681 0.632
O -6.029 -0.637 0.457 -0.236
H -0.330 -1.793 -3.456 0.088
C 1.914 1.360 4.430 -0.569
H -1.653 3.348 0.616 0.084
H 0.232 -1.260 2.568 0.064
H -1.472 2.459 -0.979 0.068
H 1.145 -2.717 1.110 0.077
N -0.737 4.472 -0.926 0.023
F 1.156 -1.330 -2.095 -0.146
H 1.319 2.696 2.224 0.089
F -0.997 -0.994 -1.639 -0.149
N 2.646 1.754 3.383 0.009
C -2.505 -1.186 -4.368 -0.002
H 3.709 -1.540 -2.437 0.068
C -1.263 4.895 -2.092 -0.557
H 3.543 1.915 -1.691 0.142
H 0.016 -4.671 -4.131 0.086
O -4.581 -0.342 -1.577 -0.185
H -3.404 0.082 4.335 0.134
H -1.444 -3.219 -0.921 0.092
O -2.758 -3.535 -4.217 0.026
O -2.138 4.292 -2.712 0.033
C 4.674 -1.214 1.566 -0.063
H -3.092 -3.632 -1.298 0.149
O -1.778 -5.868 2.014 0.179
C -1.991 -2.581 -4.117 -0.556
H 2.654 1.773 -3.269 0.145
F 1.831 -0.209 -0.276 -0.140
O -5.338 1.634 2.779 -0.215
O -2.178 -4.950 0.000 0.090
S -5.948 0.123 -0.766 0.706
F 2.316 3.876 -0.728 0.045
H 5.286 -0.314 1.508 0.088
H -1.951 -0.326 -3.995 0.066
H -2.417 -1.846 0.819 0.147
H -0.102 2.776 -0.033 0.061
C -0.105 -3.943 -3.326 -0.065
H 3.602 1.570 5.782 0.076
H 3.730 -0.787 1.923 0.056
H -3.627 2.626 -0.569 0.098
C 5.119 -1.635 -0.824 -0.557
C 2.128 -3.935 2.419 -0.563
C 1.039 -1.815 3.054 -0.047
O 2.299 -4.322 3.564 0.033
C 4.512 -2.189 -2.093 0.004
H 0.066 6.510 -1.957 0.072
H -1.939 0.823 4.918 0.129
F -0.436 0.236 0.212 -0.127
C -1.073 3.203 -0.293 -0.057
H 0.141 4.835 -0.594 0.114
P 0.389 -0.573 -0.897 0.219
O -7.094 0.215 -1.620 -0.231
H 3.638 1.579 3.431 0.127
H 2.855 2.200 1.354 0.083
C -3.636 0.693 -1.627 -0.204
H 1.117 2.941 -2.010 0.136
H -2.744 0.447 -1.052 0.096
F 0.370 0.832 -1.727 -0.153
H 3.341 -5.519 1.543 0.081
H 2.166 1.069 6.591 0.081
C 3.086 2.443 -2.526 -0.050
N -0.719 -2.692 -3.688 0.005
H -2.057 -0.299 2.424 0.108
O -2.942 1.465 1.831 -0.217
O -3.266 2.146 4.099 -0.178
O 6.265 -1.183 -0.804 0.024
H -3.481 -1.099 -3.887 0.073
H 0.947 -3.731 -3.130 0.078
C 3.428 4.436 -3.542 -0.505
H 1.825 -1.088 3.255 0.057
H 3.381 -1.758 0.028 0.092
C 2.080 3.452 -2.019 -0.348
C -2.053 0.744 2.740 -0.140
H 5.328 -2.273 -2.808 0.082
O 0.685 1.401 4.419 0.032
O -2.266 -3.651 1.777 0.117
H 4.172 -3.213 -1.929 0.078
O -5.382 1.640 -0.412 -0.197
O 4.036 3.236 -3.248 0.069
H -1.635 7.007 -2.224 0.088
C -4.295 2.033 -1.188 -0.179
N 1.444 -2.825 2.087 0.015
N 4.361 -1.742 0.275 0.000
H 1.538 1.024 1.735 0.053
H -1.067 1.180 2.600 0.104
H -0.645 6.278 -3.550 0.087
H -3.305 0.907 -2.644 0.112
H 3.007 -4.170 0.413 0.052
```

Record 2
Here is C31H24Br2MgN12S as an isolated structure from the OMol25 dataset. Energies are from ωB97M-V/def2-TZVPD.

Total charge: +2
LUMO level in eV: -6.00
Energy relative to the best compared isomer or geometry (same formula, charge and spin) in kcal/mol: 2.72

XYZ file:
```
71
Properties=species:S:1:pos:R:3:lowdin_charge:R:1
C 0.325 -0.896 -3.332 -0.078
C -1.941 -0.397 2.196 -0.214
C -8.327 -0.696 -1.338 -0.112
C 4.160 1.522 -2.395 -0.667
C -4.767 -0.117 -0.298 -0.105
H 1.086 2.557 -1.504 0.095
C -6.242 -0.068 -0.360 -0.180
H 1.016 -1.429 3.072 0.107
H 3.853 1.864 4.576 0.091
C -2.718 -0.228 0.942 -0.200
N -1.379 -0.376 -4.892 0.124
N -1.990 -0.211 -0.179 0.068
H -4.667 -0.243 1.842 0.127
C 1.952 1.918 -1.622 -0.110
Br 5.714 2.060 -3.282 0.873
H -6.433 -1.396 -2.056 0.116
N -9.023 0.027 -0.469 0.087
C 0.005 -1.052 3.181 -0.105
H 2.048 -4.910 0.942 0.121
N 2.412 0.962 1.969 0.138
C 3.762 -2.423 -0.592 -0.032
H -3.176 0.174 -4.073 0.125
N -0.683 -0.830 2.066 0.067
Mg 0.136 -0.166 -0.038 0.533
N -1.775 -0.335 4.568 0.127
C 2.275 -3.946 0.512 -0.062
N 1.924 4.135 3.471 0.154
C -6.967 0.684 0.558 -0.006
H 3.087 3.362 -2.731 0.121
H 3.246 1.079 1.402 0.111
C -0.546 -0.816 4.432 -0.078
C -2.469 -0.134 3.458 -0.034
C -2.169 -0.157 -3.853 -0.035
H 4.931 -0.411 -1.913 0.108
C 4.087 0.255 -1.828 -0.038
N -0.461 -0.662 -2.288 0.088
H 2.646 0.392 2.775 0.105
Br 4.864 -4.967 -0.030 0.880
H 0.345 -3.103 0.910 0.122
C 0.829 2.801 2.017 -0.707
N 1.868 0.706 -1.074 0.022
H -4.479 -0.126 -2.422 0.122
C 3.922 2.760 3.958 0.011
N 0.834 3.962 2.672 0.048
H -3.468 0.264 3.576 0.128
H -8.901 -1.243 -2.075 0.117
C 1.330 -2.940 0.489 -0.094
C 3.071 2.373 -2.297 -0.061
C -4.100 -0.180 0.925 0.079
C -0.140 -0.772 -4.634 -0.071
C -2.616 -0.195 -1.359 -0.167
H 4.728 -2.216 -1.025 0.109
H 1.350 -1.182 -3.133 0.112
C -1.729 -0.325 -2.543 -0.168
H -8.942 1.289 1.146 0.117
H 0.501 -0.984 -5.480 0.124
H 4.194 3.598 4.594 0.100
C -3.996 -0.141 -1.457 0.080
H 4.711 2.611 3.220 0.092
N 1.989 2.212 2.418 -0.078
H -6.474 1.271 1.321 0.116
C 2.921 -0.118 -1.179 -0.234
H 0.126 4.677 2.614 0.168
C 2.752 -1.474 -0.578 -0.202
C -8.350 0.702 0.455 -0.113
H 0.015 -1.012 5.337 0.121
N 1.551 -1.733 -0.036 0.048
C 2.630 3.066 3.306 -0.313
S -0.351 2.267 0.941 0.727
C -6.942 -0.772 -1.333 -0.005
C 3.520 -3.672 -0.037 -0.662
```

Question: The highest LUMO level belongs to which entry?
Answer: C25H49F8N5O19PS2

Question: The highest energy relative to the best compared isomer or geometry (same formula, charge and spin) belongs to which entry?
Answer: C31H24Br2MgN12S

Question: Among the records above, which one has the highest total charge?
Answer: C31H24Br2MgN12S